Computed, not measured: a structure of composition C25H18MnN4O8S2, with the ωB97M-V functional and the def2-TZVPD basis.

Positions of all 58 atoms, in Å:
Mn  0.3201  -0.0166  -0.1309
S  3.6657  -1.4599  -0.6757
S  2.3584  -4.0813  -1.1152
O  1.4339  0.6549  3.9109
O  0.0093  2.5406  2.1516
O  -3.8853  -1.2482  -0.1604
O  1.2889  0.6896  -2.0450
O  2.9441  1.9706  -2.8423
O  0.6852  -0.3948  2.1268
O  -1.8016  1.3679  -1.8654
O  -1.2573  -1.0132  -0.0892
N  0.0187  -2.8552  -0.5182
N  -0.6548  1.6586  0.1116
N  1.0324  -1.8975  -0.4839
N  2.0643  1.0473  0.4306
C  -4.0479  4.8257  -0.0321
C  -2.3524  -3.1372  -0.3122
C  2.1976  -2.4011  -0.7268
C  -3.4876  5.1678  1.1955
C  4.1062  2.7219  1.1544
C  2.3318  1.2310  1.7126
C  -2.2265  -4.5325  -0.4016
C  -4.6024  -4.7712  -0.3355
C  -2.3870  4.4807  1.7022
C  -3.3329  -5.3459  -0.4124
C  -2.4423  3.1092  -0.2815
C  -3.5282  3.7827  -0.7956
C  -0.7360  2.5271  1.1871
C  2.7508  1.7042  -0.5004
C  -1.1390  -2.3200  -0.3087
C  4.6374  -2.6894  -1.5935
C  1.4005  0.4504  2.6102
C  -1.6620  1.9631  -0.8280
C  4.1774  -4.0528  -1.1257
C  -4.7539  -3.4056  -0.2497
C  -1.8823  3.4502  0.9392
C  3.7846  2.5594  -0.1900
C  -3.6386  -2.5690  -0.2364
C  2.2562  1.4030  -1.8779
C  3.3727  2.0532  2.1195
H  3.6174  2.1712  3.1661
H  5.6872  -2.5124  -1.3652
H  4.4675  -2.5488  -2.6594
H  4.9186  3.3732  1.4463
H  -1.2311  -4.9506  -0.4560
H  4.5099  -4.8358  -1.8059
H  -5.7315  -2.9462  -0.1926
H  -3.2215  -6.4193  -0.4767
H  -1.9484  4.7363  2.6577
H  -3.9584  3.5054  -1.7487
H  -3.9189  5.9796  1.7658
H  4.3213  3.0760  -0.9724
H  1.8154  1.5118  4.1439
H  4.5390  -4.2720  -0.1224
H  2.5429  1.7546  -3.7011
H  -3.0421  -0.7682  -0.1582
H  -5.4821  -5.4018  -0.3437
H  -4.9034  5.3792  -0.3956

- electronic energy (eV) = -101546.4549
- E_HOMO (spin up / spin down) (eV) = -10.278 / -10.272
- LUMO level (spin up / spin down) (eV) = -4.231 / -4.358
- strongest force on any atom (Eh/bohr) = 0.0094
- energy above the lowest of the compared OMol25 structures with the same formula, charge and spin (eV) = 0.092
- 2S+1 = 5
- total charge = +1


Computed, not measured: an isolated molecule of C19H15ClN2O, with the ωB97M-V functional and the def2-TZVPD basis.

Positions of all 38 atoms, in Å:
Cl  -1.7746  3.9774  -1.0640
O  -0.6544  -1.6970  -2.1535
N  0.5820  -1.2218  -0.3268
N  -3.2626  2.0754  -0.1615
C  -4.2785  -1.8297  0.7566
C  4.5971  1.6952  0.3635
C  -4.8162  0.5178  0.7249
C  -5.1582  -0.7708  1.0305
C  2.4879  1.4105  1.4561
C  -3.5712  0.7942  0.1274
C  2.1998  0.3226  0.6422
C  1.6677  -2.0913  -0.7256
C  4.3143  0.6141  -0.4490
C  0.8985  -0.4213  0.8286
C  -2.6786  -0.2777  -0.1506
C  3.1190  -0.0846  -0.3210
C  -1.4346  0.0469  -0.7496
C  -1.1538  1.3565  -1.0485
C  -3.0604  -1.5918  0.1806
C  3.6797  2.0964  1.3208
C  2.8220  -1.2357  -1.2451
C  -2.1202  2.3263  -0.7206
C  -0.4705  -1.0365  -1.1486
H  1.7658  1.7191  2.1986
H  0.0876  0.2791  1.0361
H  -0.2255  1.6490  -1.5131
H  -6.1145  -0.9841  1.4847
H  -5.4769  1.3464  0.9235
H  5.5305  2.2258  0.2504
H  1.2989  -2.7618  -1.5034
H  2.5488  -0.8334  -2.2259
H  -4.5725  -2.8390  1.0028
H  3.8913  2.9424  1.9570
H  -2.3838  -2.4033  -0.0430
H  0.9919  -1.0886  1.6993
H  5.0270  0.3007  -1.1984
H  3.7142  -1.8501  -1.3786
H  1.9830  -2.6774  0.1432

- structure (SMILES) = O=C(c1cc(Cl)nc2ccccc12)N1CCc2ccccc2C1
- electronic energy (eV) = -37497.8343
- E_HOMO (eV) = -8.955
- LUMO level (eV) = -0.060
- strongest force on any atom (Eh/bohr) = 0.0137
- energy above the lowest of the compared OMol25 structures with the same formula, charge and spin (eV) = 0.000


Computed, not measured: the ion C5H7IN with charge +1 in a non-equilibrium geometry, with the ωB97M-V functional and the def2-TZVPD basis.

Positions of all 14 atoms, in Å:
I  1.3644  2.4076  1.0608
N  0.9779  -0.3945  0.1530
C  -1.6309  0.3775  0.1944
C  1.1271  0.8931  -0.4219
C  1.5098  -1.2090  0.9843
C  -0.2080  0.1449  -0.3761
C  -1.4021  -0.2731  -1.1183
H  -1.4893  -1.4273  -1.2071
H  -1.9507  1.4776  0.2300
H  -2.0264  -0.1549  1.1505
H  2.5435  -1.1291  1.3514
H  1.6296  0.8946  -1.5123
H  0.9589  -1.9888  1.5003
H  -1.4040  0.3815  -1.9888

- structure (SMILES) = C=[N+]1[C@H](I)C12CC2
- electronic energy (eV) = -14878.1807
- E_HOMO (eV) = -13.845
- LUMO level (eV) = -5.341
- strongest force on any atom (Eh/bohr) = 0.0580
- energy above the lowest of the compared OMol25 structures with the same formula, charge and spin (eV) = 2.725
- total charge = +1


Computed, not measured: the ion C29H28NO with charge +1 in a non-equilibrium geometry, with the ωB97M-V functional and the def2-TZVPD basis.

Positions of all 59 atoms, in Å:
O  2.6413  -1.6984  1.2660
N  0.6095  -2.7223  1.1393
C  -0.6669  1.6474  -1.5071
C  -0.3674  0.8488  -3.7484
C  4.7409  2.1661  1.8348
C  -1.1189  1.5483  -2.8206
C  -0.4875  3.0757  1.8070
C  -0.1579  -1.5892  0.8321
C  -3.7009  -1.1446  -0.6821
C  0.7478  1.1508  0.3964
C  -2.4281  -0.9594  0.0508
C  3.2568  1.7741  -0.0537
C  0.8346  0.2542  -3.3654
C  -1.1937  2.4099  -0.3854
C  1.2826  0.3505  -2.0464
C  3.6576  2.0175  2.6884
C  -3.9091  -2.5385  -1.3302
C  2.6209  -4.0914  1.4032
C  -2.5902  -3.1868  -1.7576
C  4.5253  2.0514  0.4667
C  -1.6813  3.7998  1.9655
C  2.3869  1.7547  2.1906
C  -0.2724  2.2856  0.6851
C  2.1772  1.5322  0.8238
C  -1.5512  -3.1840  -0.6158
C  1.9700  -2.7175  1.2696
C  -2.6074  3.8259  0.9214
C  -1.3847  -1.8581  0.0943
C  0.5183  1.0096  -1.1005
C  0.2417  -0.2374  1.1590
C  -2.3474  3.1763  -0.2779
H  3.1583  1.7236  -1.1392
H  -4.5645  -2.4399  -2.2059
H  1.9534  -4.9142  1.5777
H  -0.6566  0.2877  1.5742
H  3.3496  -4.0399  2.2133
H  -1.8530  4.3870  2.8769
H  1.4511  -0.2293  -4.1167
H  -2.1725  -2.6358  -2.6066
H  3.1841  -4.2839  0.5011
H  -4.5815  -0.8909  -0.0751
H  -3.5393  4.3571  1.0624
H  0.2529  3.1341  2.5929
H  -0.5887  -3.5247  -1.0605
H  -0.7126  0.7484  -4.7678
H  -4.4045  -3.1934  -0.5939
H  -2.3947  -0.0806  0.6974
H  -2.0786  1.9772  -3.0691
H  1.5266  1.6507  2.8618
H  -3.6744  -0.4052  -1.4836
H  2.2357  -0.0914  -1.7671
H  -3.0541  3.1749  -1.0981
H  3.7564  2.0901  3.7598
H  0.1994  -3.6310  0.9722
H  5.3764  2.1695  -0.1931
H  -1.8635  -3.9985  0.0647
H  5.7088  2.3919  2.2440
H  1.0120  -0.2692  1.9814
H  -2.7726  -4.2156  -2.1058

- structure (SMILES) = CC(=O)/[NH+]=C(\CC1(c2ccccc2)c2ccccc2-c2ccccc21)C1=CCCCC1
- electronic energy (eV) = -34058.2356
- E_HOMO (eV) = -10.896
- LUMO level (eV) = -5.034
- strongest force on any atom (Eh/bohr) = 0.0758
- energy above the lowest of the compared OMol25 structures with the same formula, charge and spin (eV) = 0.000
- total charge = +1


Computed, not measured: a structure of composition C14H44N11O25PS2Si in a non-equilibrium geometry, with the ωB97M-V functional and the def2-TZVPD basis.

Positions of all 98 atoms, in Å:
S  0.1375  -3.7126  0.0859
S  0.4397  0.1224  -0.5829
P  1.5232  -1.2469  0.3140
Si  -2.6657  -3.1350  0.4043
O  7.1204  2.8618  2.0487
O  6.6818  4.9529  1.5120
O  0.4218  -2.3834  1.1142
O  5.0167  3.3107  -6.6017
O  -6.0346  2.2780  2.0186
O  3.4450  3.6671  -1.8193
O  1.4267  -4.6868  -4.9534
O  -1.3844  -3.6556  -0.6763
O  3.3752  -0.8115  -7.5154
O  1.1252  3.2321  -5.7919
O  -6.8735  0.4749  1.0709
O  -3.4778  0.9874  3.3004
O  -5.2903  -5.0911  4.3119
O  -1.7594  1.2076  1.9396
O  0.1446  -4.9567  1.0578
O  -7.5098  -1.2006  9.0062
O  0.4045  5.0855  -6.7398
O  4.0412  -2.7077  -8.4177
O  -9.5687  -1.8929  8.6392
O  5.0445  3.9292  -4.4875
O  3.8836  1.5760  -1.2826
O  -5.8031  -3.7009  5.9421
O  6.9449  5.1415  6.7097
O  0.7608  -2.7906  -4.0512
O  8.4184  6.5185  5.8233
N  3.4718  2.4528  -2.0511
N  1.0417  4.0258  -6.7364
N  5.5810  3.7260  -5.5829
N  -8.3578  -2.0783  8.8075
N  7.5853  5.6069  5.7599
N  6.7086  3.7386  1.2802
N  0.6929  -4.0135  -4.2204
N  3.3073  -2.0345  -7.6847
N  -5.0181  -4.4223  5.3157
N  -2.7234  1.6478  2.5768
N  -6.7349  1.2589  2.0170
C  -0.3701  -4.7366  -3.4716
C  -7.8720  -3.4840  8.7682
C  2.2443  -2.7576  -6.9359
C  -7.4762  0.9521  3.2700
C  -2.9031  -4.2090  1.9822
C  -2.5907  -1.2664  0.9085
C  1.7728  3.6784  -7.9847
C  2.9608  2.0113  -3.3769
C  -3.0052  3.1044  2.4656
C  -4.3285  -3.3254  -0.6252
C  7.0386  4.0085  -5.6788
C  6.1976  3.2971  -0.0456
C  7.3266  5.0127  4.4207
C  -3.6197  -4.4882  5.8193
H  2.3014  -3.8206  -7.1793
H  1.9169  2.3233  -3.4482
H  6.2694  5.1627  4.1923
H  3.5726  2.4925  -4.1426
H  3.0439  0.9245  -3.4434
H  1.2829  -2.3423  -7.2450
H  7.5740  3.9507  4.4780
H  -1.7846  -1.1574  1.7784
H  -8.1429  1.7928  3.4726
H  -1.9263  -4.4730  2.5684
H  6.2807  2.2102  -0.1121
H  -8.0477  0.0327  3.1262
H  2.2625  -2.0171  -0.6718
H  -1.3315  -4.3213  -3.7808
H  -7.1445  -3.5586  7.9574
H  -8.7212  -4.1462  8.5865
H  2.4232  -2.5957  -5.8709
H  -3.6378  -1.0044  1.3883
H  -3.5392  -5.1622  1.6584
H  2.4907  4.4778  -8.1794
H  -2.9345  3.5312  3.4681
H  -0.1912  -4.5747  -2.4067
H  6.8094  3.7782  -0.8114
H  5.1536  3.6091  -0.1169
H  -4.6804  -2.2762  -1.0051
H  2.2864  2.7256  -7.8398
H  7.1854  5.0653  -5.4465
H  -7.4134  -3.7013  9.7349
H  -3.0434  -5.1560  5.1755
H  7.3755  3.7863  -6.6935
H  -4.2389  -4.1472  -1.4549
H  2.3899  -0.5530  1.2563
H  -2.2669  3.5574  1.8006
H  -3.6329  -3.5941  2.6996
H  -5.1543  -3.6957  0.1532
H  -3.2107  -3.4761  5.7895
H  7.5467  3.3683  -4.9548
H  -3.6551  -4.8726  6.8407
H  -0.3130  -5.7997  -3.7151
H  1.0364  3.6014  -8.7873
H  7.9557  5.5160  3.6834
H  -6.7398  0.8279  4.0665
H  -4.0117  3.2150  2.0567
H  -2.3141  -0.5820  -0.0027

- electronic energy (eV) = -121614.8195
- E_HOMO (eV) = -9.292
- LUMO level (eV) = -0.593
- strongest force on any atom (Eh/bohr) = 0.1141